C34H102N15O7P5S2 | ωB97M-V/def2-TZVPD

Geometry as ORCA input:
```
! RIJCOSX wB97M-V def2-TZVPD def2/J DEFGRID3
* xyz 0 1
O -3.407 -0.089 -0.255
P -2.156 -0.749 -0.670
N -1.702 -0.380 -2.258
C -1.912 0.962 -2.745
C -0.626 -1.067 -2.966
N -2.262 -2.420 -0.612
C -1.125 -3.236 -0.146
C -3.511 -3.158 -0.752
N -0.865 -0.260 0.317
C 0.543 -0.224 -0.097
C -1.161 0.692 1.370
H -2.839 1.396 -2.361
H -2.057 0.965 -3.828
H -1.148 1.676 -2.409
H -0.941 -1.145 -4.008
H -0.474 -2.065 -2.559
H 0.296 -0.490 -2.857
H -1.181 -4.272 -0.476
H -0.185 -2.806 -0.489
H -1.010 -3.209 0.936
H -4.152 -2.629 -1.459
H -3.328 -4.203 -0.976
H -4.098 -3.068 0.172
H 1.113 -0.332 0.826
H 0.729 -1.081 -0.734
H 0.782 0.718 -0.596
H -0.894 1.710 1.053
H -0.671 0.481 2.324
H -2.229 0.793 1.557
O 3.256 -4.158 4.777
P 1.826 -3.862 4.633
N 1.080 -2.944 5.826
C -0.331 -2.855 6.222
C 1.996 -2.275 6.740
N 0.856 -5.253 4.456
C 0.772 -5.958 3.175
C 0.254 -5.904 5.628
N 1.543 -3.000 3.206
C 2.624 -2.857 2.248
C 0.217 -2.424 2.944
H -0.499 -3.328 7.193
H -0.994 -3.300 5.486
H -0.476 -1.775 6.240
H 2.131 -2.837 7.667
H 1.697 -1.244 6.955
H 2.988 -2.126 6.311
H -0.142 -6.540 3.108
H 0.786 -5.157 2.430
H 1.669 -6.554 2.990
H -0.291 -5.181 6.233
H -0.512 -6.596 5.281
H 1.021 -6.357 6.257
H 3.569 -2.789 2.783
H 2.638 -3.629 1.473
H 2.536 -1.886 1.747
H -0.555 -3.179 3.101
H 0.266 -2.085 1.916
H 0.046 -1.601 3.637
O 6.174 0.208 -6.241
P 5.009 0.772 -5.522
N 3.964 -0.417 -4.948
C 2.915 -0.208 -3.977
C 4.665 -1.705 -4.866
N 4.049 1.802 -6.373
C 3.215 1.237 -7.412
C 4.552 3.140 -6.682
N 5.476 1.684 -4.165
C 6.740 1.381 -3.493
C 4.556 2.567 -3.475
H 3.295 0.275 -3.072
H 2.553 -1.192 -3.685
H 2.088 0.428 -4.298
H 4.123 -2.411 -4.241
H 5.696 -1.647 -4.494
H 4.877 -2.123 -5.854
H 3.681 1.318 -8.399
H 2.956 0.196 -7.227
H 2.256 1.767 -7.437
H 3.709 3.824 -6.547
H 5.360 3.454 -6.027
H 4.898 3.230 -7.714
H 6.646 0.459 -2.909
H 7.528 1.320 -4.238
H 6.916 2.179 -2.770
H 4.234 2.241 -2.479
H 3.658 2.778 -4.050
H 5.056 3.519 -3.255
O -3.326 4.715 -3.160
P -3.734 4.501 -4.565
N -5.284 3.875 -4.762
C -6.451 4.714 -4.562
C -5.426 2.480 -4.359
N -2.663 3.480 -5.348
C -1.219 3.635 -5.152
C -2.943 2.970 -6.691
N -3.749 5.911 -5.496
C -2.783 6.941 -5.131
C -4.300 6.020 -6.838
H -7.321 4.228 -5.016
H -6.332 5.699 -5.002
H -6.762 4.767 -3.512
H -6.387 2.030 -4.603
H -5.184 2.342 -3.301
H -4.689 1.890 -4.911
H -0.824 4.524 -5.658
H -1.053 3.781 -4.086
H -0.708 2.779 -5.590
H -2.516 1.966 -6.767
H -4.017 2.904 -6.862
H -2.515 3.581 -7.490
H -2.742 7.785 -5.818
H -3.177 7.440 -4.233
H -1.788 6.628 -4.814
H -3.588 5.586 -7.554
H -4.384 7.068 -7.119
H -5.223 5.453 -6.948
O 2.672 3.652 4.324
P 2.119 2.635 5.231
N 2.202 3.185 6.835
C 2.935 4.385 7.204
C 1.907 2.298 7.967
N 2.826 1.089 5.259
C 3.978 0.788 6.102
C 2.688 0.281 4.050
N 0.485 2.227 5.084
C -0.318 3.133 4.244
C -0.084 0.919 5.384
H 3.092 4.987 6.310
H 3.920 4.197 7.646
H 2.294 4.947 7.886
H 1.621 1.303 7.645
H 1.092 2.673 8.590
H 2.836 2.270 8.541
H 3.646 0.335 7.045
H 4.686 0.105 5.640
H 4.444 1.723 6.420
H 1.902 0.710 3.419
H 3.545 0.228 3.372
H 2.358 -0.714 4.363
H 0.050 3.064 3.215
H -1.368 2.862 4.296
H -0.124 4.171 4.518
H 0.000 0.227 4.545
H -1.132 1.062 5.641
H 0.396 0.478 6.252
C -2.424 -7.122 -2.231
S -1.300 -8.388 -1.591
O -0.256 -7.663 -0.789
C -2.477 -9.044 -0.346
H -2.526 -6.330 -1.489
H -3.405 -7.536 -2.468
H -2.022 -6.686 -3.144
H -2.752 -8.153 0.221
H -1.988 -9.689 0.388
H -3.265 -9.674 -0.754
C -4.744 -1.395 3.396
S -3.703 -0.933 4.841
O -2.268 -1.145 4.434
C -3.964 0.872 4.622
H -4.314 -0.956 2.493
H -5.782 -1.073 3.479
H -4.736 -2.479 3.287
H -3.342 1.260 3.820
H -3.620 1.323 5.552
H -5.038 0.967 4.480
*
```

highest occupied orbital energy	-8.096	eV
energy above the lowest of the compared OMol25 structures with the same formula, charge and spin	1.7800	eV
gap between HOMO and LUMO	0.3099	Eh
lowest unoccupied orbital energy	0.34	eV

C34H103N5O20 | ωB97M-V/def2-TZVPD

Geometry as ORCA input:
```
! RIJCOSX wB97M-V def2-TZVPD def2/J DEFGRID3
* xyz 0 1
C 9.030 -13.961 3.015
O 8.420 -12.658 2.825
C 8.971 -12.157 1.505
C 10.462 -12.004 1.314
N 10.973 -10.830 1.943
C 12.265 -10.433 1.336
C 13.536 -11.302 1.534
O 14.810 -10.667 1.538
C 15.290 -10.189 2.814
H 8.840 -14.546 2.115
H 8.555 -14.481 3.846
H 10.114 -13.891 3.100
H 8.431 -11.221 1.365
H 8.529 -12.819 0.760
H 10.480 -11.779 0.248
H 11.115 -12.871 1.420
H 10.234 -10.149 1.842
H 12.552 -9.460 1.736
H 12.260 -10.077 0.306
H 13.502 -12.159 0.862
H 13.366 -11.685 2.540
H 14.849 -9.234 3.098
H 16.339 -9.981 2.606
H 15.306 -10.876 3.661
C -1.779 -14.683 8.449
O -0.417 -14.256 8.423
C 0.587 -15.266 8.066
C 0.509 -16.650 8.802
N 1.659 -17.455 8.546
C 1.677 -18.055 7.237
C 0.571 -19.210 7.003
O 0.896 -20.383 7.681
C 0.390 -20.543 9.046
H -2.269 -13.768 8.782
H -1.981 -15.514 9.124
H -2.060 -14.835 7.407
H 1.569 -14.810 8.195
H 0.468 -15.562 7.023
H -0.433 -17.156 8.589
H 0.438 -16.492 9.878
H 1.961 -17.946 9.375
H 2.625 -18.575 7.096
H 1.856 -17.283 6.488
H 0.467 -19.476 5.951
H -0.397 -18.786 7.269
H -0.698 -20.598 9.033
H 0.769 -19.932 9.865
H 0.740 -21.568 9.169
C 11.457 -24.668 13.542
O 11.321 -23.351 13.046
C 10.481 -22.604 13.970
C 10.476 -21.196 13.399
N 9.812 -21.118 12.065
C 9.609 -19.806 11.440
C 9.198 -20.010 9.995
O 10.202 -20.678 9.246
C 11.373 -19.933 9.086
H 10.525 -25.227 13.624
H 11.862 -24.676 14.555
H 12.180 -25.279 13.002
H 10.862 -22.506 14.987
H 9.484 -23.046 13.975
H 11.491 -20.806 13.325
H 10.037 -20.544 14.155
H 10.217 -21.664 11.318
H 10.469 -19.171 11.651
H 8.842 -19.396 12.097
H 8.958 -19.037 9.567
H 8.304 -20.620 9.868
H 11.760 -19.627 10.058
H 11.325 -19.155 8.324
H 12.130 -20.661 8.795
C 7.256 -20.826 22.285
O 7.651 -20.347 23.624
C 6.498 -20.065 24.489
C 5.681 -21.282 24.939
N 5.039 -21.016 26.301
C 4.558 -22.228 26.999
C 3.988 -21.832 28.340
O 4.943 -21.113 29.064
C 5.903 -22.011 29.680
H 6.407 -20.222 21.965
H 6.782 -21.804 22.376
H 8.079 -20.629 21.599
H 5.788 -19.375 24.032
H 6.962 -19.553 25.332
H 6.458 -22.002 25.194
H 5.041 -21.655 24.139
H 5.674 -20.467 26.863
H 5.367 -22.954 27.075
H 3.896 -22.752 26.310
H 3.779 -22.765 28.863
H 3.051 -21.294 28.198
H 5.634 -22.779 30.406
H 6.699 -21.511 30.232
H 6.539 -22.417 28.893
C 16.576 -13.652 7.788
O 15.259 -13.219 7.533
C 14.296 -13.423 8.564
C 12.962 -12.696 8.213
N 11.905 -13.169 9.100
C 10.723 -12.353 8.742
C 9.640 -12.642 9.754
O 10.092 -12.287 11.029
C 9.170 -12.629 12.023
H 16.960 -14.086 6.865
H 16.657 -14.340 8.629
H 17.380 -12.935 7.954
H 14.713 -13.067 9.506
H 14.281 -14.485 8.808
H 12.769 -12.870 7.155
H 13.088 -11.629 8.396
H 11.999 -12.815 10.041
H 10.481 -12.525 7.693
H 10.901 -11.285 8.617
H 9.394 -13.704 9.749
H 8.790 -12.042 9.429
H 8.721 -13.622 12.011
H 8.296 -12.013 12.234
H 9.730 -12.559 12.956
C 4.824 -27.923 17.073
O 3.553 -28.153 16.567
H 5.477 -27.262 16.504
H 4.755 -27.514 18.081
H 5.346 -28.880 17.085
H 3.211 -29.018 16.805
C 13.345 -15.154 15.222
O 12.484 -16.336 15.283
H 13.548 -14.832 14.201
H 12.883 -14.316 15.744
H 14.353 -15.376 15.573
H 12.447 -16.437 16.237
C 12.355 -19.195 0.721
O 12.671 -18.278 -0.271
H 11.848 -20.020 0.221
H 13.261 -19.580 1.188
H 11.687 -18.868 1.518
H 11.987 -18.417 -0.930
C 15.326 -28.818 9.369
O 14.300 -29.791 9.605
H 16.263 -29.348 9.195
H 15.058 -28.042 8.652
H 15.658 -28.341 10.291
H 13.567 -29.309 9.216
O 4.798 -21.795 12.491
H 5.736 -21.734 12.305
H 4.563 -20.930 12.826
O 8.463 -24.282 6.799
H 8.847 -23.516 7.225
H 7.575 -24.333 7.152
O 16.654 -23.389 17.585
H 15.982 -24.037 17.798
H 16.490 -23.167 16.668
O 15.469 -23.160 13.463
H 14.557 -23.398 13.295
H 15.971 -23.670 12.827
O 17.165 -27.577 15.064
H 17.484 -28.445 15.311
H 17.933 -27.010 15.135
O 13.941 -32.303 13.941
H 13.767 -32.103 13.021
H 13.205 -31.915 14.414
*
```

highest occupied orbital energy	-8.436	eV
gap between HOMO and LUMO	0.3182	Eh
lowest unoccupied orbital energy	0.22	eV

C34H20BrCrF5N3O3P | ωB97M-V/def2-TZVPD

Geometry as ORCA input:
```
! RIJCOSX wB97M-V def2-TZVPD def2/J DEFGRID3
* xyz -2 5
Cr 0.823 -0.586 1.343
Br -1.941 1.524 2.896
C -1.442 2.804 1.594
C -1.711 4.128 1.914
C -1.242 5.160 1.122
C -0.478 4.822 0.011
C -0.244 3.503 -0.332
C 0.571 3.243 -1.530
C 0.676 2.031 -2.062
C -0.045 0.889 -1.437
C -0.475 1.021 0.053
C -0.754 2.405 0.428
H -2.267 4.334 2.820
H -1.437 6.193 1.380
H -0.056 5.599 -0.619
H 1.094 4.092 -1.960
H 1.298 1.865 -2.937
H 0.551 -0.023 -1.576
O -2.482 -2.126 3.439
C -1.690 -1.910 2.528
O -0.601 -1.244 2.625
C -1.993 -2.491 1.134
P -0.988 -1.629 -0.118
C -1.716 0.079 -0.378
C -1.487 0.536 -1.851
C -2.373 1.686 -2.222
C -3.495 1.965 -1.563
C -3.910 1.183 -0.392
C -3.088 0.290 0.165
C -1.466 -2.554 -1.636
C -0.482 -3.159 -2.410
C -0.819 -3.848 -3.571
C -2.144 -3.931 -3.968
C -3.137 -3.324 -3.204
C -2.797 -2.642 -2.047
H -3.067 -2.502 0.946
H -1.638 -3.527 1.131
H -1.565 -0.223 -2.642
H -2.089 2.278 -3.087
H -4.125 2.789 -1.881
H -4.884 1.372 0.043
H -3.398 -0.246 1.054
H 0.553 -3.090 -2.103
H -0.040 -4.313 -4.161
H -2.408 -4.463 -4.874
H -4.174 -3.378 -3.515
H -3.571 -2.153 -1.465
F 2.102 -2.142 4.036
C 2.646 -0.908 3.919
C 2.255 -0.056 2.911
C 2.902 1.160 2.916
F 2.611 2.100 1.979
C 3.872 1.532 3.835
F 4.470 2.741 3.793
C 4.228 0.636 4.826
F 5.166 0.964 5.739
C 3.608 -0.599 4.872
F 3.959 -1.471 5.842
N 3.931 -0.083 -1.592
C 3.136 -0.894 -0.817
O 2.340 -0.331 -0.045
C 3.282 -2.303 -0.952
C 4.168 -2.814 -1.928
N 4.879 -3.185 -2.763
C 2.573 -3.213 -0.138
N 1.991 -3.982 0.500
H 4.402 -0.460 -2.395
H 3.628 0.877 -1.618
*
```

highest occupied orbital energy (spin up / spin down)	-0.824 / -1.591	eV
energy above the lowest of the compared OMol25 structures with the same formula, charge and spin	2.5231	eV
expectation value of S²	6.016
gap between HOMO and LUMO (spin up / spin down)	0.1902 / 0.2183	Eh
lowest unoccupied orbital energy (spin up / spin down)	4.35 / 4.35	eV

C34H20Cl5N4RhS | ωB97M-V/def2-TZVPD

Geometry as ORCA input:
```
! RIJCOSX wB97M-V def2-TZVPD def2/J DEFGRID3
* xyz 0 1
Rh -0.565 -0.163 0.983
C 2.847 -0.774 3.660
C 1.715 -0.209 3.029
N 1.017 -0.843 2.113
C 1.389 -2.126 1.755
C 2.532 -2.728 2.291
C 3.255 -2.013 3.282
C 2.940 -4.004 1.822
C 2.204 -4.610 0.848
C 1.022 -4.038 0.333
C 0.559 -2.813 0.788
N -0.555 -2.113 0.432
C -1.615 -2.539 -0.303
C -1.979 -3.830 -0.664
C -3.124 -4.072 -1.447
C -3.933 -3.066 -1.890
C -3.634 -1.735 -1.506
C -4.439 -0.631 -1.893
C -4.132 0.621 -1.464
C -3.008 0.791 -0.622
N -2.231 -0.201 -0.251
C -2.515 -1.477 -0.703
H 3.368 -0.202 4.415
H 1.382 0.789 3.285
H 4.134 -2.470 3.721
H 3.832 -4.460 2.229
H 2.520 -5.569 0.458
H 0.493 -4.564 -0.444
H -1.406 -4.672 -0.319
H -3.362 -5.097 -1.701
H -4.802 -3.264 -2.502
H -5.305 -0.806 -2.519
H -4.730 1.481 -1.730
H -2.768 1.764 -0.215
C 1.767 3.511 -2.769
C 0.423 3.718 -2.140
C -0.579 4.326 -2.921
C -1.717 4.744 -2.313
C -1.965 4.471 -0.950
C -3.140 4.949 -0.339
C -3.373 4.622 0.969
C -2.506 3.753 1.635
C -1.355 3.200 1.084
S -0.503 1.982 1.972
C -1.043 3.680 -0.230
N 0.172 3.404 -0.872
H 1.820 4.084 -3.689
H 1.903 2.452 -2.999
H 2.588 3.813 -2.121
H -0.370 4.532 -3.959
H -2.453 5.312 -2.867
H -3.827 5.550 -0.915
H -4.259 4.984 1.473
H -2.757 3.417 2.634
Cl 1.136 0.602 -1.247
C 1.920 1.769 -0.306
C 1.339 3.008 -0.095
C 1.950 3.971 0.696
Cl 1.282 5.557 0.795
C 3.115 3.659 1.377
Cl 3.860 4.824 2.396
C 3.694 2.399 1.203
Cl 5.161 2.022 2.015
C 3.120 1.468 0.342
Cl 3.888 -0.031 0.038
*
```

highest occupied orbital energy (spin up / spin down)	-5.589 / -5.589	eV
energy above the lowest of the compared OMol25 structures with the same formula, charge and spin	1.7217	eV
gap between HOMO and LUMO (spin up / spin down)	0.1574 / 0.1574	Eh
lowest unoccupied orbital energy (spin up / spin down)	-1.31 / -1.31	eV